Record 1
ORCA calculation (ωB97M-V/def2-TZVPD) on a structure of composition C17H39OP3SYb in a non-equilibrium geometry.

relative energy (zero: lowest compared OMol25 entry of this formula, charge and spin): 0.0 kJ/mol
charge: +3
gap between HOMO and LUMO (alpha / beta): 7.6 / 4.6 eV
HOMO energy (alpha / beta): -16.23 / -16.23 eV
<S²>: 0.771
lowest unoccupied orbital energy (alpha / beta): -0.3169 / -0.4277 Ha
multiplicity: 2

Atoms and positions in Å:
Yb 1.467 0.592 1.067
P 1.153 3.231 1.347
P 0.328 -0.196 3.287
P -0.966 0.597 -0.014
H 2.781 -1.248 -0.233
C 2.043 -0.719 -0.873
C 2.264 0.579 -1.259
H 3.200 1.109 -0.997
C 2.692 4.105 1.807
C -0.052 3.933 2.537
C 0.726 4.033 -0.248
C 0.286 -2.009 3.263
C 1.298 0.271 4.739
C -1.353 0.348 3.683
C -0.970 0.788 -1.832
C -2.296 1.727 0.505
C -1.673 -1.084 0.197
H 1.086 -1.248 -1.009
H 1.515 1.203 -1.764
H 3.528 3.806 1.131
H 2.971 3.880 2.862
H 2.494 5.197 1.691
H 0.226 3.594 3.564
H -1.077 3.560 2.308
H -0.002 5.044 2.457
H 1.501 3.757 -0.999
H 0.722 5.132 -0.073
H -0.264 3.682 -0.622
H -0.126 -2.281 4.262
H 1.320 -2.400 3.119
H -0.362 -2.370 2.429
H 0.732 -0.199 5.576
H 1.315 1.383 4.839
H 2.336 -0.125 4.665
H -1.532 -0.130 4.669
H -2.077 0.002 2.913
H -1.368 1.460 3.746
H -2.016 0.619 -2.177
H -0.278 0.055 -2.295
H -0.624 1.812 -2.094
H -3.215 1.380 -0.016
H -2.036 2.769 0.210
H -2.428 1.690 1.607
H -2.582 -1.144 -0.437
H -1.918 -1.294 1.261
H -0.936 -1.843 -0.144
C -1.827 -3.603 -4.305
C -2.110 -4.979 -4.235
C -1.563 -5.851 -5.179
C -0.736 -5.362 -6.197
C -0.456 -3.993 -6.272
C -1.000 -3.114 -5.333
S -2.464 -2.467 -3.148
H -3.172 -3.338 -2.373
H -2.758 -5.335 -3.431
H -1.784 -6.919 -5.116
H -0.313 -6.044 -6.929
H 0.186 -3.597 -7.061
H -0.796 -2.042 -5.373
O 3.587 0.791 2.080
H 3.377 1.419 2.817
H 3.997 1.385 1.401



Record 2
ORCA calculation (ωB97M-V/def2-TZVPD) on a structure of composition C17H40BBeBr3ClCsF5IN4O10PRb in a non-equilibrium geometry.

charge: -2
gap between HOMO and LUMO: 1.1 eV
HOMO energy: -1.68 eV
lowest unoccupied orbital energy: -0.0223 Ha

Atoms and positions in Å:
C 5.668 -4.222 4.123
C 5.232 -2.808 3.686
N 3.789 -2.706 3.469
C 3.457 -2.737 2.080
O 3.944 -3.912 1.540
C 4.516 -3.823 0.231
C 6.030 -3.872 0.219
O 2.033 -2.673 2.049
C 1.480 -2.361 0.868
Cl 1.024 -3.910 0.031
C 0.237 -1.396 1.024
O -0.393 -1.099 -0.271
N -0.681 -1.783 2.015
C -1.679 -2.786 1.619
C -3.125 -2.294 1.807
C -3.821 -2.943 3.018
I -3.629 -1.655 4.727
P 0.952 0.289 1.626
O 1.877 0.158 2.720
O -0.284 1.332 2.122
O 1.659 1.060 0.243
H 4.755 -4.795 4.272
H 6.218 -4.198 5.061
H 6.233 -4.748 3.357
H 5.797 -2.518 2.795
H 5.538 -2.116 4.467
H 3.468 -1.816 3.851
H 3.916 -1.861 1.583
H 4.217 -2.913 -0.305
H 4.125 -4.664 -0.340
H 6.329 -3.897 -0.830
H 6.425 -4.760 0.702
H 6.469 -2.964 0.634
H 2.248 -1.844 0.227
H 0.069 -1.627 -0.974
H -1.141 -0.992 2.445
H -1.569 -3.624 2.311
H -1.533 -3.196 0.628
H -3.172 -1.215 1.918
H -3.740 -2.552 0.944
H -3.425 -3.931 3.222
H -4.877 -3.069 2.801
H 0.087 2.224 2.196
H 2.485 0.573 0.044
Rb 0.442 3.133 0.185
F 3.921 2.103 -1.544
Cs 1.017 -0.232 -2.098
C 4.203 2.400 -6.916
C 2.911 1.604 -7.208
O 2.191 1.374 -6.089
H 4.852 1.852 -6.230
H 4.769 2.574 -7.844
H 3.972 3.374 -6.480
H 3.261 0.697 -7.763
H 2.396 2.192 -8.010
Be 4.198 2.795 -3.487
B 8.202 -6.806 -1.118
F 8.969 -5.635 -0.958
F 7.431 -6.703 -2.293
F 9.056 -7.922 -1.208
F 7.343 -6.958 -0.006
Br 1.593 -0.328 5.290
Br -3.865 3.754 1.159
C -5.205 2.543 1.883
C -4.749 1.114 1.807
Br -4.895 0.435 -0.014
H -6.122 2.725 1.332
H -5.339 2.850 2.918
H -5.388 0.473 2.410
H -3.716 0.983 2.116
C -5.173 7.066 -0.836
O -4.466 7.345 0.122
N -5.532 5.792 -1.147
N -5.666 8.023 -1.685
H -6.114 5.555 -1.935
H -5.192 5.059 -0.549
H -5.424 8.976 -1.492
H -6.246 7.813 -2.475
O -7.870 4.938 -3.147
C -9.112 5.112 -3.185
C -9.606 6.055 -1.742
O -10.845 6.198 -1.801
H -9.755 4.213 -3.151
H -9.523 5.691 -4.034
H -8.962 6.954 -1.819
H -9.177 5.458 -0.914



> Which value of charge does entry 1 give?

+3